No. 1
The following is a quantum chemistry calculation of a 3-piece molecular cluster, C16H25BBrIO11S2Si overall, from OMol25.

As for the total charge: 0. As for the gap between HOMO and LUMO: 7.83 eV. The calculated total energy is -147877.557 eV. The LUMO energy is -0.479 eV. Its largest force on an atom is 8.9 eV/Å.

Structure (XYZ):
```
58
Properties=species:S:1:pos:R:3:lowdin_charge:R:1
C -2.84 -2.56 -0.76 -0.085
C -1.64 -1.70 0.04 -0.218
O -0.85 -1.05 -1.02 -0.113
B 0.29 -0.28 -0.48 -0.551
O 0.02 1.17 -0.19 -0.052
Si 2.08 -1.01 -0.18 0.318
Br 2.14 -2.37 1.71 0.330
C 3.44 0.35 -0.03 -0.291
C 3.23 1.41 1.20 -0.686
O 4.07 2.49 1.22 -0.161
I 1.78 1.27 2.83 0.916
C 2.66 -2.18 -1.64 -0.297
C 1.45 -2.56 -2.68 -0.187
C 0.76 -4.06 -2.53 -0.028
C -0.48 -4.42 -3.54 -0.072
C -1.02 -3.33 -4.67 -0.039
C -0.33 -1.85 -4.86 -0.177
C -0.80 -0.72 -5.95 -0.124
C 0.93 -1.48 -3.84 0.011
H -3.28 -3.37 -0.04 0.081
H -3.65 -1.84 -1.22 0.085
H -2.35 -3.12 -1.69 0.069
H -2.15 -0.95 0.79 0.134
H -0.98 -2.47 0.65 0.124
H -0.80 1.39 -0.76 0.125
H 3.47 0.91 -1.07 0.122
H 4.49 -0.20 0.12 0.124
H 3.25 -3.13 -1.24 0.097
H 3.46 -1.55 -2.26 0.095
H 1.10 -4.84 -1.71 0.098
H -1.01 -5.47 -3.44 0.082
H -1.93 -3.62 -5.35 0.081
H 0.15 -0.10 -6.26 0.081
H -1.57 0.06 -5.46 0.093
H -1.31 -1.29 -6.85 0.082
H 1.49 -0.45 -3.88 0.094
C -1.62 0.13 6.18 -0.171
C -1.31 -1.01 7.14 -0.173
O -0.91 -2.10 6.30 -0.189
S -0.17 -1.50 4.98 0.618
O 1.26 -1.57 5.20 -0.271
O -0.81 -2.05 3.80 -0.257
O -0.64 0.05 5.15 -0.244
H -2.61 0.01 5.72 0.134
H -1.57 1.11 6.67 0.138
H -2.17 -1.29 7.75 0.138
H -0.46 -0.77 7.79 0.134
C -0.06 4.50 -0.20 -0.181
C 0.58 5.58 0.67 -0.170
O 0.36 6.80 -0.03 -0.194
S -1.05 6.70 -0.84 0.679
O -2.08 7.33 -0.05 -0.239
O -0.81 7.03 -2.23 -0.237
O -1.25 5.08 -0.73 -0.198
H 0.59 4.24 -1.04 0.136
H -0.30 3.60 0.37 0.114
H 1.65 5.41 0.82 0.139
H 0.08 5.65 1.64 0.134
```

No. 2
The following is a quantum chemistry calculation of C51H82GeN8O3P3STi as an isolated structure, from OMol25.

The spin multiplicity is 4. As for the total charge: +2. As for the gap between HOMO and LUMO (alpha / beta): 6.92 / 5.01 eV. The calculated total energy is -190605.114 eV. The LUMO energy (alpha / beta) is -3.747 / -6.122 eV. The energy above the lowest of the compared OMol25 structures with the same formula, charge and spin comes out at 0.014 eV. Its largest force on an atom is 1.6 eV/Å.

Structure (XYZ):
```
150
Properties=species:S:1:pos:R:3:lowdin_charge:R:1
Ti 0.00 -0.71 -0.35 0.390
C 2.81 -4.19 2.52 -0.089
C 1.97 -3.78 1.31 -0.518
C 0.67 -4.60 1.26 -0.104
P 1.56 -1.98 1.19 1.026
C 0.77 -1.56 2.81 -0.371
N -0.60 -2.07 2.89 -0.177
Ge -1.79 -1.59 1.45 1.023
N -2.50 -3.18 0.56 -0.196
C -2.23 -3.51 -0.83 -0.409
P -1.44 -2.17 -1.79 0.999
C -0.62 -3.16 -3.14 -0.521
C 0.69 -3.75 -2.61 -0.112
C -1.46 -4.29 -3.75 -0.091
C -2.87 -1.19 -2.52 -0.520
C -3.22 -1.48 -3.98 -0.105
C -4.12 -1.28 -1.65 -0.104
C -3.09 -4.22 1.27 -0.237
C -3.36 -5.49 0.74 -0.013
C -3.86 -6.50 1.56 -0.066
C -4.09 -6.28 2.91 -0.072
C -3.87 -5.01 3.43 -0.024
C -3.41 -4.00 2.60 -0.164
N -3.21 -2.61 3.03 -0.035
C -2.46 -2.55 4.30 -0.184
C -3.05 -2.68 5.54 -0.033
C -2.27 -2.79 6.68 -0.074
C -0.89 -2.79 6.53 -0.067
C -0.30 -2.59 5.29 -0.024
C -1.08 -2.41 4.14 -0.255
C -4.41 -1.82 3.07 -0.135
C -5.66 -2.33 3.37 0.012
C -6.74 -1.47 3.50 -0.012
C -6.59 -0.08 3.33 -0.046
C -5.37 0.44 2.97 0.000
C -4.24 -0.42 2.82 -0.211
N -3.03 -0.06 2.39 -0.052
C -2.73 1.30 2.01 -0.338
P -1.37 2.21 3.00 1.102
C -1.76 2.04 4.79 -0.555
C -3.15 2.45 5.26 -0.090
C -1.40 0.63 5.27 -0.113
C -1.96 3.92 2.62 -0.558
C -1.96 4.19 1.11 -0.112
C -1.05 4.92 3.33 -0.106
C 3.16 -1.05 1.27 -0.524
C 4.17 -1.68 0.30 -0.104
C 3.78 -0.82 2.65 -0.091
H 2.97 -5.28 2.48 0.091
H 2.30 -3.97 3.46 0.077
H 3.79 -3.72 2.53 0.057
H 2.54 -3.99 0.40 0.100
H 0.11 -4.51 2.19 0.076
H 0.90 -5.66 1.10 0.092
H 0.01 -4.27 0.46 0.031
H 0.79 -0.46 2.86 0.065
H 1.38 -1.93 3.62 0.057
H -3.14 -3.81 -1.35 0.094
H -1.54 -4.36 -0.90 0.070
H -0.37 -2.43 -3.92 0.093
H 0.49 -4.59 -1.94 0.076
H 1.30 -3.03 -2.07 0.040
H 1.29 -4.14 -3.44 0.087
H -1.69 -5.05 -3.01 0.079
H -0.88 -4.77 -4.55 0.092
H -2.39 -3.94 -4.19 0.057
H -2.52 -0.16 -2.45 0.070
H -3.74 -2.43 -4.08 0.074
H -2.34 -1.50 -4.64 0.067
H -3.89 -0.70 -4.35 0.088
H -4.62 -2.25 -1.75 0.084
H -4.84 -0.51 -1.97 0.089
H -3.91 -1.12 -0.59 0.043
H -3.18 -5.70 -0.30 0.097
H -4.05 -7.48 1.13 0.112
H -4.46 -7.07 3.55 0.110
H -4.04 -4.83 4.48 0.117
H -4.14 -2.69 5.63 0.121
H -2.73 -2.90 7.66 0.109
H -0.25 -2.94 7.40 0.113
H 0.78 -2.58 5.23 0.099
H -5.79 -3.40 3.50 0.121
H -7.71 -1.88 3.76 0.121
H -7.43 0.58 3.46 0.119
H -5.29 1.50 2.80 0.104
H -3.61 1.93 1.95 0.073
H -2.28 1.25 1.02 0.043
H -1.03 2.72 5.23 0.095
H -3.93 1.93 4.71 0.057
H -3.32 3.53 5.18 0.073
H -3.27 2.18 6.32 0.089
H -2.17 -0.09 4.97 0.059
H -1.33 0.60 6.36 0.094
H -0.45 0.28 4.86 0.061
H -2.97 4.03 3.00 0.102
H -2.27 5.22 0.91 0.097
H -0.94 4.07 0.70 0.021
H -2.64 3.54 0.56 0.071
H 0.00 4.76 3.05 0.054
H -1.11 4.85 4.41 0.073
H -1.32 5.94 3.05 0.089
H 2.89 -0.08 0.87 0.070
H 4.53 -2.64 0.67 0.076
H 5.03 -1.02 0.19 0.086
H 3.72 -1.83 -0.68 0.049
H 4.19 -1.74 3.07 0.069
H 3.08 -0.41 3.37 0.066
H 4.61 -0.11 2.56 0.087
C 1.34 4.37 0.26 -0.024
N 1.23 3.01 0.80 -0.099
C 2.10 2.71 1.95 0.002
C 0.59 2.05 0.22 -0.453
O 0.60 0.87 0.66 -0.160
C -0.23 2.33 -1.02 -0.066
O -0.59 1.10 -1.69 -0.192
C 0.05 0.90 -2.96 -0.087
C 1.25 -0.01 -2.82 -0.499
O 1.44 -0.61 -1.74 -0.140
N 1.97 -0.25 -3.88 -0.100
C 3.14 -1.13 -3.81 0.013
C 1.68 0.42 -5.15 0.005
H 2.24 4.46 -0.34 0.070
H 0.48 4.64 -0.34 0.086
H 1.39 5.07 1.09 0.099
H 2.04 3.53 2.66 0.092
H 1.77 1.80 2.43 0.066
H 3.13 2.60 1.61 0.105
H -1.16 2.82 -0.73 0.116
H 0.32 2.98 -1.70 0.109
H -0.68 0.41 -3.61 0.135
H 0.33 1.85 -3.40 0.124
H 3.40 -1.29 -2.77 0.071
H 2.94 -2.09 -4.29 0.103
H 3.97 -0.65 -4.32 0.088
H 1.73 1.51 -5.04 0.089
H 2.43 0.12 -5.88 0.103
H 0.70 0.14 -5.55 0.103
C 3.33 4.43 -4.40 -0.015
N 4.32 3.37 -4.23 -0.116
C 5.43 3.20 -5.06 -0.035
C 6.13 2.17 -4.57 -0.052
N 5.43 1.73 -3.45 0.063
C 4.32 2.46 -3.23 -0.753
S 3.20 2.21 -1.97 0.700
H 3.83 5.39 -4.48 0.102
H 2.69 4.44 -3.53 0.052
H 2.73 4.26 -5.29 0.095
H 5.62 3.83 -5.91 0.135
H 7.06 1.73 -4.90 0.127
H 5.72 1.00 -2.83 0.149
```

No. 3
The following is a quantum chemistry calculation of a 4-piece molecular cluster, C29H45BBrF20N3O16P3 overall, from OMol25.

As for the total charge: +1. As for the gap between HOMO and LUMO: 8.20 eV. The calculated total energy is -220969.997 eV. The LUMO energy is -3.475 eV. Its largest force on an atom is 3.2 eV/Å.

Structure (XYZ):
```
118
Properties=species:S:1:pos:R:3:lowdin_charge:R:1
C 0.27 -1.18 7.19 -0.076
C -0.45 -0.33 6.09 -0.189
C -0.62 -1.13 4.77 -0.257
F -1.51 -2.18 4.99 0.015
C -1.11 -0.17 3.64 -0.218
N -2.43 -0.42 3.03 0.148
C -3.55 -0.30 3.92 -0.270
O -3.51 0.24 4.94 0.270
C -4.94 -0.94 3.53 -0.347
F -5.57 -1.20 4.69 0.172
F -5.73 -0.05 2.88 0.146
C -4.82 -2.30 2.78 -0.351
F -4.61 -1.99 1.47 0.137
F -3.82 -3.02 3.29 0.192
C -6.12 -3.18 2.88 -0.344
F -6.18 -3.83 4.05 0.175
F -7.22 -2.39 2.75 0.138
C -6.21 -4.26 1.76 -0.412
O -5.31 -4.65 1.12 0.220
O -7.45 -4.81 1.58 0.135
C -2.42 0.39 1.90 -0.237
N -3.39 0.75 1.12 0.283
B -3.25 1.69 -0.09 -0.445
C -2.89 3.20 0.24 0.021
O -3.39 1.23 -1.37 0.172
N -1.13 0.86 1.58 0.109
C -0.11 0.31 2.53 -0.628
Br 0.72 1.93 3.36 0.873
C 0.84 -0.73 1.91 -0.135
C 2.17 -0.12 1.36 -0.082
C 2.69 -0.80 0.08 -0.422
F 1.60 -0.86 -0.78 0.091
F 3.56 0.03 -0.51 0.154
C 3.20 -2.26 0.21 -0.335
F 3.29 -2.73 -1.06 0.151
F 2.29 -3.06 0.79 0.166
C 4.62 -2.46 0.83 -0.333
F 5.55 -1.73 0.21 0.181
F 4.96 -3.74 0.55 0.160
C 4.76 -2.19 2.36 -0.319
F 3.62 -2.26 3.06 0.157
F 5.19 -0.90 2.47 0.141
C 5.92 -3.04 3.00 -0.333
F 7.02 -3.03 2.26 0.191
F 6.26 -2.38 4.14 0.149
C 5.51 -4.50 3.45 -0.539
F 4.32 -4.90 3.02 0.190
F 5.61 -4.67 4.75 0.206
F 6.41 -5.34 2.91 0.159
H -0.42 -1.90 7.66 0.081
H 0.57 -0.46 7.98 0.080
H 1.19 -1.63 6.78 0.079
H 0.22 0.53 5.91 0.089
H -1.41 0.09 6.44 0.118
H 0.37 -1.58 4.58 0.140
H -1.24 0.77 4.21 0.081
H -8.11 -4.11 1.41 0.132
H -4.33 0.40 1.31 0.149
H -2.01 3.32 0.89 0.069
H -3.75 3.63 0.80 0.094
H -2.75 3.81 -0.67 0.066
H -2.55 0.92 -1.75 0.132
H -0.78 0.49 0.69 0.157
H 0.25 -1.27 1.15 0.139
H 1.13 -1.50 2.65 0.111
H 2.90 -0.05 2.18 0.117
H 1.95 0.93 1.07 0.110
C -4.33 8.91 -0.27 -0.088
O -5.13 8.17 -1.19 -0.213
P -4.39 7.18 -2.18 0.340
O -3.51 6.20 -1.55 -0.232
O -3.65 8.14 -3.22 -0.213
C -4.35 9.24 -3.79 -0.088
O -5.60 6.58 -3.00 -0.211
C -5.29 5.54 -3.94 -0.081
H -4.68 8.72 0.74 0.091
H -3.27 8.64 -0.34 0.087
H -4.44 9.98 -0.49 0.091
H -4.01 10.16 -3.31 0.089
H -5.43 9.15 -3.66 0.089
H -4.12 9.28 -4.85 0.092
H -4.72 4.75 -3.46 0.081
H -4.73 5.95 -4.78 0.087
H -6.23 5.13 -4.31 0.093
C -6.47 3.79 -10.08 -0.085
O -5.07 3.57 -9.87 -0.213
P -4.35 4.42 -8.75 0.340
O -4.96 4.36 -7.43 -0.225
O -4.28 5.90 -9.35 -0.216
C -3.86 6.08 -10.71 -0.091
O -2.86 3.89 -8.84 -0.212
C -1.94 4.39 -7.87 -0.091
H -6.99 2.84 -9.98 0.093
H -6.88 4.50 -9.37 0.088
H -6.61 4.17 -11.09 0.090
H -4.73 6.30 -11.33 0.090
H -3.35 5.20 -11.10 0.089
H -3.17 6.93 -10.74 0.091
H -2.33 4.26 -6.86 0.083
H -1.74 5.45 -8.05 0.091
H -1.01 3.83 -7.96 0.090
C 8.61 -9.84 2.50 -0.090
O 9.74 -9.34 1.77 -0.214
P 10.65 -8.26 2.49 0.341
O 11.16 -8.64 3.81 -0.214
O 9.77 -6.93 2.50 -0.215
C 9.08 -6.54 1.31 -0.099
O 11.76 -7.99 1.39 -0.213
C 12.83 -7.12 1.75 -0.089
H 8.68 -10.92 2.55 0.093
H 8.56 -9.43 3.51 0.088
H 7.70 -9.56 1.96 0.087
H 8.02 -6.77 1.43 0.076
H 9.46 -7.05 0.43 0.089
H 9.20 -5.47 1.18 0.089
H 13.29 -7.45 2.68 0.088
H 12.47 -6.10 1.86 0.089
H 13.58 -7.15 0.96 0.090
```

> Among the records above, which one has the lowest calculated total energy?

C29H45BBrF20N3O16P3